The following is a quantum chemistry calculation of a cluster of 2 separate species, C2H10N2O3P in total, from the OMol25 dataset.

Geometry (Å):
C  -1.396  -0.019  -0.926
C  -1.441  0.268  0.546
N  -0.825  1.208  -0.473
N  -0.667  -0.377  1.518
O  2.053  0.353  1.135
O  2.044  -1.887  -0.159
O  1.615  0.282  -1.172
P  2.726  -0.345  -0.170
H  -2.331  -0.063  -1.513
H  -0.619  -0.650  -1.393
H  -2.401  0.752  0.912
H  0.290  1.388  -0.601
H  -1.429  2.147  -0.617
H  0.287  -0.578  1.292
H  1.329  -0.004  -2.036
H  -0.886  0.020  2.394
H  2.631  0.420  1.892
H  2.558  -2.646  -0.033

DFT total energy ... -758.5625 Ha
Gap between HOMO and LUMO ... 10.29 eV
Total charge ... +1
F_max ... 6.4 eV Å⁻¹
Spin multiplicity ... 1
Energy above the lowest of the compared OMol25 structures with the same formula, charge and spin ... 1.282 eV

---

The following is a quantum chemistry calculation of an isolated molecule of C6H8N3O2P3, from the OMol25 dataset.

Geometry (Å):
C  -1.761  1.617  -1.820
C  -1.341  0.371  -2.237
C  -1.279  2.205  -0.674
C  -0.302  -0.299  -1.496
C  -0.249  1.558  0.036
C  0.174  0.323  -0.433
N  -0.729  -2.383  1.168
N  1.631  -2.177  0.013
N  0.967  -0.440  2.060
O  0.223  2.072  1.158
O  3.312  -0.349  0.805
P  0.170  -3.035  0.066
P  -0.557  -1.285  2.445
P  1.820  -0.499  0.595
H  -2.292  2.342  -2.448
H  -1.878  -0.179  -2.996
H  -1.402  3.322  -0.499
H  0.111  -1.344  -1.701
H  2.629  -2.399  -0.311
H  1.515  -0.318  2.916
H  0.860  1.379  1.384
H  -1.620  -0.480  1.970

DFT total energy ... -1572.2678 Ha
Gap between HOMO and LUMO ... 8.46 eV
F_max ... 5.3 eV Å⁻¹
Spin multiplicity ... 1
SMILES ... O=[P@@]1(c2ccccc2O)NP=NPN1
Energy above the lowest of the compared OMol25 structures with the same formula, charge and spin ... 0.000 eV

---

The following is a quantum chemistry calculation of a structure of composition C17H9Br4IN3O6Pd, from the OMol25 dataset.

Geometry (Å):
Pd  -0.793  0.581  -0.222
Br  2.093  -5.902  0.146
C  1.694  -4.147  -0.340
C  2.552  -3.450  -1.277
Br  4.043  -4.320  -1.984
C  2.285  -2.155  -1.650
Br  3.350  -1.222  -2.873
C  1.163  -1.457  -1.105
O  0.893  -0.294  -1.392
C  0.274  -2.180  -0.137
O  -0.696  -1.583  0.329
C  0.589  -3.531  0.198
Br  -0.564  -4.399  1.391
C  2.341  -0.222  2.113
C  1.525  1.010  2.257
N  0.490  1.341  1.517
C  0.017  2.557  1.958
C  0.801  2.977  3.013
N  1.742  1.971  3.169
C  0.735  4.208  3.866
O  1.671  4.316  4.837
O  -0.082  5.054  3.725
C  -1.183  3.155  1.223
O  -1.646  4.210  1.554
O  -1.593  2.407  0.248
H  1.946  -0.804  1.285
H  2.306  -0.831  3.017
H  3.385  0.017  1.907
H  2.486  1.937  3.844
H  2.307  3.600  4.899
I  -3.295  2.028  -5.573
C  -3.122  0.629  -4.026
C  -3.698  -0.628  -4.130
C  -3.560  -1.516  -3.073
C  -2.829  -1.128  -1.964
N  -2.269  0.079  -1.883
C  -2.416  0.953  -2.878
H  -4.253  -0.909  -5.015
H  -4.015  -2.495  -3.108
H  -2.697  -1.789  -1.118
H  -1.973  1.932  -2.746

DFT total energy ... -11990.2996 Ha
Gap between HOMO and LUMO ... 5.41 eV
Total charge ... +1
F_max ... 3.4 eV Å⁻¹
Spin multiplicity ... 1
Energy above the lowest of the compared OMol25 structures with the same formula, charge and spin ... 2.519 eV

---

The following is a quantum chemistry calculation of a cluster of 2 separate species, C4H12 in total, from the OMol25 dataset.

Geometry (Å):
C  -1.484  1.905  0.961
C  0.010  2.187  0.790
H  -1.812  1.088  0.320
H  -1.691  1.374  1.934
H  -2.106  2.788  1.043
H  0.160  3.246  1.164
H  0.258  2.201  -0.266
H  0.802  1.644  1.289
C  0.731  -2.054  -1.681
C  0.727  -2.013  -0.122
H  1.765  -1.820  -1.979
H  0.533  -3.098  -1.977
H  0.006  -1.392  -2.137
H  1.524  -2.619  0.358
H  0.810  -0.964  0.181
H  -0.234  -2.473  0.120

DFT total energy ... -159.5636 Ha
Gap between HOMO and LUMO ... 12.57 eV
F_max ... 3.3 eV Å⁻¹
Spin multiplicity ... 1
SMILES ... CC.CC
Energy above the lowest of the compared OMol25 structures with the same formula, charge and spin ... 0.582 eV

---

The following is a quantum chemistry calculation of a cluster of 3 separate species, C4H13N2O2 in total, from the OMol25 dataset.

Geometry (Å):
O  1.152  0.077  0.362
C  1.032  1.269  0.147
C  -0.214  1.947  0.447
C  -1.332  1.272  1.139
C  -1.838  0.063  0.359
N  -2.343  0.512  -0.927
N  2.795  -2.846  0.764
H  1.946  1.755  -0.230
H  -0.230  3.028  0.601
H  -2.156  1.989  1.099
H  -1.021  0.963  2.151
H  -2.596  -0.544  0.848
H  -0.982  -0.638  0.252
H  -2.138  -0.159  -1.659
H  -1.802  1.347  -1.182
H  3.160  -2.016  0.301
H  2.756  -2.619  1.760
H  3.640  -3.415  0.839
H  0.739  -0.903  -1.202
H  0.309  -1.811  -2.424
O  0.077  -1.055  -1.875

DFT total energy ... -419.7759 Ha
Gap between HOMO and LUMO ... 4.34 eV
Total charge ... +1
F_max ... 2.9 eV Å⁻¹
Spin multiplicity ... 1
Energy above the lowest of the compared OMol25 structures with the same formula, charge and spin ... 6.790 eV

---

The following is a quantum chemistry calculation of a cluster of 4 separate species, CH10O3S in total, from the OMol25 dataset.

Geometry (Å):
C  -1.345  0.044  -0.746
S  -2.332  -0.098  0.831
H  -0.688  -0.827  -0.817
H  -2.146  0.088  -1.541
H  -0.722  0.947  -0.515
H  -3.049  0.953  0.748
H  1.309  -0.308  -2.909
H  2.098  -0.196  -1.801
O  1.620  -0.896  -2.198
H  1.646  -0.022  0.469
H  1.499  1.205  -0.203
O  2.163  0.769  0.374
H  0.558  -0.195  3.153
H  -0.802  -0.631  2.578
O  0.190  -0.835  2.576

DFT total energy ... -667.9352 Ha
Gap between HOMO and LUMO (alpha / beta) ... 2.52 / 8.94 eV
Total charge ... -1
F_max ... 2.6 eV Å⁻¹
⟨S²⟩ ... 0.75
Spin multiplicity ... 2
Energy above the lowest of the compared OMol25 structures with the same formula, charge and spin ... 0.715 eV

---

The following is a quantum chemistry calculation of a cluster of 2 separate species, C2H7NO2 in total, from the OMol25 dataset.

Geometry (Å):
C  -0.990  -0.225  -1.773
C  -0.561  0.037  -0.369
N  -0.121  -1.088  0.364
O  -0.648  1.086  0.225
H  -0.273  -0.804  -2.368
H  -1.121  0.716  -2.294
H  -1.964  -0.718  -1.796
H  0.259  -1.938  -0.049
H  -0.299  -1.073  1.370
H  1.036  0.869  1.199
H  2.145  0.371  2.127
O  1.839  0.321  1.208

DFT total energy ... -285.2923 Ha
Gap between HOMO and LUMO (alpha / beta) ... 12.81 / 7.02 eV
Total charge ... +1
F_max ... 1.3 eV Å⁻¹
⟨S²⟩ ... 0.76
Spin multiplicity ... 2
Energy above the lowest of the compared OMol25 structures with the same formula, charge and spin ... 0.709 eV